(1)
C4H11NO | ωB97M-V with the def2-TZVPD basis set

Its net charge is 0. The SMILES is NCCCCO. The value obtained for the relative energy (zero: lowest compared OMol25 entry of this formula, charge and spin) is 29.87 kcal/mol. The HOMO-LUMO gap is 10.136 eV. Its lowest unoccupied orbital energy is 1.0 eV. The value obtained for the highest occupied orbital energy is -9.151 eV.

Element x y z (Å)
N  1.31777  0.27169  1.62619
C  1.39795  0.57472  0.19135
C  0.05677  0.88909  -0.47739
C  -1.17491  0.14233  -0.01184
C  -1.03145  -1.35661  -0.28581
O  -0.61021  -1.60944  -1.62050
H  0.68596  0.84387  2.17107
H  2.25274  0.37242  1.99724
H  2.11929  1.34578  -0.01963
H  1.72355  -0.36847  -0.26780
H  0.11928  0.82481  -1.56018
H  -0.05769  1.95359  -0.22048
H  -2.10909  0.55270  -0.44601
H  -1.38239  0.38821  1.05007
H  -1.97710  -1.85688  -0.06365
H  -0.10760  -1.67587  0.21075
H  -1.22287  -1.29194  -2.27337

Cartesian forces, eV/Å:
0.1 0.0 -0.1
-0.8 -2.0 -0.2
0.0 1.9 0.7
-0.6 0.2 0.6
0.7 0.9 -0.3
0.3 -0.3 -0.3
0.1 0.3 -0.2
-0.1 -0.1 0.3
0.2 0.4 -0.3
0.5 0.2 0.0
0.4 0.0 0.0
-0.5 0.0 -0.4
0.6 -0.2 -0.5
0.4 -0.7 -0.2
0.4 -0.4 0.3
-0.9 -0.4 0.8
-0.6 0.3 -0.3

Here is what natural (NBO) gives for the atomic charges, in e: N -0.85; C -0.22; C -0.41; C -0.43; C -0.07; O -0.73; H 0.35; H 0.36; H 0.17; H 0.18; H 0.22; H 0.19; H 0.20; H 0.21; H 0.17; H 0.20; H 0.46

(2)
C4H14O3 | ωB97M-V with the def2-TZVPD basis set

Its net charge is 0. The SMILES is CC[C@@H](C)O.O.O. The value obtained for the relative energy (zero: lowest compared OMol25 entry of this formula, charge and spin) is 11.99 kcal/mol. The HOMO-LUMO gap is 11.262 eV. Its lowest unoccupied orbital energy is 0.7 eV. The value obtained for the highest occupied orbital energy is -10.554 eV.

Element x y z (Å)
C  1.69388  -1.24010  1.15267
C  0.33161  -1.00564  0.44258
C  0.51640  -0.35255  -0.95384
C  -0.81443  0.11199  -1.55889
O  1.43639  0.75193  -0.83097
H  2.20353  -2.10229  0.72280
H  2.32624  -0.36026  1.13370
H  1.45492  -1.53616  2.17193
H  -0.26623  -0.31543  1.03839
H  -0.10143  -2.00640  0.39426
H  0.92562  -1.11769  -1.62710
H  -0.66075  0.40960  -2.59740
H  -1.14406  0.93535  -0.94758
H  -1.46143  -0.75786  -1.62504
H  2.31558  0.32662  -0.83592
O  -0.45595  2.33846  0.73275
H  0.15820  2.02535  0.04679
H  -0.59967  3.28590  0.61807
O  -2.97353  0.20827  0.63138
H  -2.31880  0.90832  0.75598
H  -2.56612  -0.50741  1.13543

Cartesian forces, eV/Å:
-1.0 -0.3 -0.1
1.3 0.3 -0.2
-0.5 -1.0 0.2
1.6 -0.4 -0.3
0.2 -0.7 -0.6
0.2 0.1 -0.2
0.1 0.0 0.3
0.3 0.2 0.2
-0.1 -0.2 0.1
-0.6 0.3 -0.3
0.3 0.2 0.0
0.1 0.4 0.1
-0.8 0.0 -0.2
-0.5 0.2 0.5
-0.5 0.7 0.1
-0.2 -0.1 0.1
0.1 0.4 0.3
0.2 -0.3 -0.2
0.3 -0.1 0.4
-0.1 0.3 -0.1
-0.3 -0.1 -0.1

Here is what natural (NBO) gives for the atomic charges, in e: C -0.62; C -0.42; C 0.10; C -0.63; O -0.75; H 0.20; H 0.20; H 0.22; H 0.20; H 0.21; H 0.16; H 0.21; H 0.22; H 0.22; H 0.48; O -0.98; H 0.50; H 0.48; O -0.94; H 0.48; H 0.46

(3)
C28H43BIN2O13S2 | ωB97M-V with the def2-TZVPD basis set

Its net charge is -1. The HOMO-LUMO gap is 7.680 eV. Its lowest unoccupied orbital energy is 0.5 eV. The value obtained for the highest occupied orbital energy is -7.152 eV.

Element x y z (Å)
C  2.32085  -1.78983  1.69967
C  0.86803  -1.85440  1.00409
C  -0.34334  -2.16151  2.03773
C  -1.73093  -2.60068  1.27307
C  -1.81294  -1.74022  -0.07635
C  -3.28400  -1.60582  -0.69592
C  -3.30552  -0.67871  -2.02416
C  -1.86946  -0.17097  -2.51973
N  -1.90610  0.64914  -3.76644
C  -2.91418  1.74468  -3.73722
C  -2.82140  2.74987  -2.49407
C  -4.30277  3.11686  -1.92772
C  -4.07783  4.16868  -0.69940
C  -4.73442  3.58670  0.66114
C  -3.94687  4.05616  1.99914
C  -3.13550  2.77916  2.60902
C  -1.54232  3.08687  2.43397
C  -0.59057  1.07848  -4.22849
S  0.47887  -0.12886  -4.75750
S  0.01728  2.82223  -4.34571
C  0.75098  3.41815  -2.74560
C  1.72124  2.34820  -2.00473
C  3.25136  2.81292  -2.25757
C  4.28743  2.25251  -1.13170
C  4.35879  0.69492  -1.48549
O  5.44946  -0.01630  -0.83463
N  5.61994  -1.25928  -1.37362
O  5.36564  -2.11050  -0.58073
O  5.54813  2.87634  -1.56304
C  6.01973  3.43224  -0.31278
O  7.22760  3.46582  -0.05564
O  4.87589  3.88011  0.41164
C  3.94619  2.72924  0.35270
I  4.59391  1.55080  2.06524
H  2.96374  -1.10295  1.04374
H  2.24199  -1.34119  2.74980
H  2.85597  -2.80546  1.70474
H  0.91786  -2.67128  0.20406
H  0.73196  -0.84005  0.46440
H  0.01714  -2.98654  2.73570
H  -0.58572  -1.19813  2.60025
H  -1.74827  -3.73329  1.10296
H  -2.61094  -2.33828  1.96330
H  -1.13047  -2.25949  -0.84508
H  -1.45851  -0.67221  0.16835
H  -3.95199  -1.09630  0.07956
H  -3.74508  -2.61799  -0.96769
H  -4.06508  0.15441  -1.85196
H  -3.73294  -1.34365  -2.86815
H  -1.29106  0.42759  -1.71486
H  -1.23584  -1.11260  -2.70954
H  -2.73277  2.37993  -4.68608
H  -3.95094  1.27329  -3.89202
H  -2.17466  2.39911  -1.62475
H  -2.38509  3.76091  -2.84210
H  -4.82750  2.16648  -1.57686
H  -4.96167  3.59465  -2.73648
H  -2.95808  4.39682  -0.54681
H  -4.64298  5.12702  -0.98555
H  -5.80603  3.98874  0.74775
H  -4.78689  2.43865  0.58089
H  -4.70259  4.35581  2.80270
H  -3.23656  4.92055  1.73252
H  -3.34114  2.65683  3.73872
H  -3.42624  1.79325  2.10833
H  -1.12821  3.62627  3.35408
H  -0.99002  2.09554  2.31472
H  -1.33960  3.71126  1.49477
H  1.39905  4.33213  -3.01513
H  -0.07962  3.79823  -2.06306
H  1.43548  2.37444  -0.89839
H  1.50770  1.28057  -2.36937
H  3.54032  2.40319  -3.28758
H  3.33309  3.95682  -2.20039
H  4.57673  0.63116  -2.62076
H  3.33771  0.16954  -1.35691
H  2.88973  3.11811  0.58381
B  2.06957  -7.10687  3.26514
O  0.79685  -6.75744  3.92028
C  0.06095  -6.10110  3.02437
O  -1.04729  -5.66971  3.23706
C  0.80369  -5.99134  1.76288
O  0.41451  -5.45364  0.75364
O  1.99146  -6.58078  1.89091
O  3.21185  -6.52380  3.98884
C  3.99746  -7.53452  4.36503
O  5.02529  -7.40380  4.98355
C  3.41542  -8.80368  3.91193
O  3.87905  -9.90334  4.09135
O  2.27604  -8.56489  3.26024

Cartesian forces, eV/Å:
-0.2 0.2 -0.6
0.4 -0.1 0.2
-0.1 -0.1 -1.1
0.7 0.6 0.4
-0.7 -0.6 0.2
0.4 0.4 0.0
-0.3 -0.6 -0.5
0.6 -1.1 1.0
1.3 2.1 0.0
0.0 1.0 -0.8
-1.5 0.9 -0.3
1.2 0.4 0.3
-1.2 -0.6 -0.1
0.0 0.8 0.0
-0.5 -1.6 0.0
1.1 1.2 0.3
-0.4 -0.8 0.0
0.2 -2.7 0.5
-1.3 1.8 0.8
-0.2 0.0 -0.3
0.3 -0.3 1.2
-0.3 0.8 -0.1
-0.9 -0.5 1.2
-1.5 -1.3 -2.9
0.0 0.0 -1.6
-1.3 2.1 1.2
-0.7 -2.6 0.2
0.8 1.4 -1.1
-0.4 0.0 4.3
2.7 -0.2 -1.2
-5.0 0.6 -0.4
1.5 -1.3 -0.8
0.9 1.5 -0.5
-0.5 -0.1 -0.6
-0.7 -0.9 1.1
0.3 -0.7 -1.4
-1.0 1.4 0.3
-0.2 1.1 1.1
-0.1 -1.6 0.8
-0.7 1.2 -0.7
0.5 -1.3 -0.4
0.1 1.7 0.1
1.2 -0.4 -1.0
-0.9 1.1 1.2
-0.4 -1.7 -0.5
0.8 -0.8 -0.9
0.8 1.4 0.6
1.2 -0.9 -0.4
0.7 1.2 1.1
-1.1 -1.0 -1.0
-1.0 1.6 0.1
-0.3 -1.1 1.5
1.5 0.7 0.6
-0.9 0.2 -1.2
-0.5 -1.7 0.4
0.7 1.3 -0.4
1.1 -0.7 1.0
-1.7 -0.4 -0.3
1.1 -1.2 0.6
1.4 -0.8 -0.3
0.1 1.8 0.3
1.0 0.0 -1.3
-1.1 -1.3 0.7
0.2 0.2 -1.8
0.4 1.5 0.5
-0.6 -0.7 -1.4
-0.5 1.3 0.3
-0.3 -0.9 1.3
-1.2 -1.4 0.0
1.1 -0.7 -0.8
0.6 0.0 -1.4
0.4 1.6 0.4
-0.1 0.9 1.5
-0.1 -1.7 -0.3
-0.4 0.3 1.7
1.6 0.8 0.4
1.8 -0.7 -0.7
0.1 -0.1 0.1
-0.1 0.3 -0.8
-1.7 -0.1 2.6
0.5 -0.1 -0.3
1.4 0.3 -2.7
0.0 -0.1 0.5
-0.8 0.3 0.3
0.0 -0.7 0.0
1.5 2.5 1.1
-0.5 -0.3 -0.3
-0.9 -2.8 -0.8
-0.1 0.6 0.0
0.5 0.4 0.3

Here is what Mulliken gives for the atomic charges, in e: C -0.53; C 0.21; C -0.71; C -0.68; C 0.32; C -0.78; C -0.16; C -0.40; N 0.18; C -1.60; C 0.29; C -0.88; C -0.53; C -0.56; C -0.75; C -0.28; C -0.83; C 0.07; S -0.18; S -0.20; C -0.48; C 0.10; C -1.24; C 1.26; C -0.70; O -0.13; N -0.07; O -0.19; O -0.36; C 0.60; O -0.51; O -0.35; C -0.53; I 0.12; H -0.18; H 0.31; H 0.21; H 0.22; H -0.13; H 0.26; H 0.31; H 0.20; H 0.31; H 0.24; H -0.15; H 0.26; H 0.31; H -0.25; H 0.18; H 0.04; H 0.59; H 0.51; H 0.42; H 0.06; H 0.52; H 0.34; H 0.31; H 0.29; H 0.25; H 0.30; H 0.29; H 0.37; H 0.40; H 0.33; H 0.13; H 0.35; H 0.12; H 0.17; H 0.47; H 0.18; H 0.08; H 0.12; H 0.29; H 0.37; H 0.40; H 0.26; H 0.42; B 1.09; O -0.54; C 0.62; O -0.63; C 0.68; O -0.63; O -0.54; O -0.48; C 0.60; O -0.62; C 0.58; O -0.61; O -0.50